[1]
A 9-piece molecular cluster, C22H38Cl14F6O4 overall. Source: OMol25; level of theory: the ωB97M-V functional and the def2-TZVPD basis.

Computed properties:
HOMO energy ... -0.396 hartree
HOMO-LUMO gap ... 10.70 eV
Total energy ... -8203.8819 Eh
SMILES string ... CCOC(=O)C(F)(F)F.CCOC(=O)C(F)(F)F.ClCCCl.ClCCCl.ClCCCl.ClCCCl.ClCCCl.ClCCCl.ClCCCl
Strongest force on any atom ... 6.2 eV/Å

ORCA input file:
```
! RIJCOSX wB97M-V def2-TZVPD def2/J DEFGRID3
* xyz 0 1
C 26.545 15.370 -6.257
C 25.693 15.704 -5.038
O 24.876 14.532 -4.545
C 23.648 14.338 -5.081
O 23.113 14.967 -5.951
C 22.825 13.190 -4.459
F 21.999 12.653 -5.351
F 23.600 12.191 -4.023
F 22.111 13.651 -3.406
H 25.841 15.165 -7.064
H 27.291 14.605 -6.038
H 27.170 16.211 -6.554
H 25.057 16.514 -5.393
H 26.398 15.935 -4.238
C 41.634 7.692 -1.161
C 42.379 8.498 -2.235
O 41.831 8.068 -3.458
C 42.250 8.674 -4.621
O 43.154 9.582 -4.704
C 41.572 8.096 -5.898
F 40.564 7.255 -5.677
F 40.996 9.076 -6.494
F 42.501 7.488 -6.704
H 41.941 7.968 -0.152
H 41.732 6.609 -1.245
H 40.559 7.850 -1.241
H 43.414 8.192 -2.081
H 42.211 9.568 -2.113
Cl 32.301 23.233 4.027
C 32.776 22.264 2.649
C 34.013 21.437 2.826
Cl 35.478 22.325 3.111
H 32.901 22.856 1.742
H 31.964 21.570 2.435
H 34.137 20.897 1.887
H 33.894 20.738 3.653
Cl 39.447 15.362 6.270
C 40.120 13.764 6.835
C 41.399 13.469 6.170
Cl 42.026 11.859 6.543
H 39.347 13.002 6.735
H 40.276 13.804 7.913
H 42.190 14.156 6.471
H 41.228 13.495 5.093
Cl 37.441 5.112 7.097
C 36.797 6.313 5.932
C 35.989 7.362 6.638
Cl 35.550 8.780 5.625
H 36.220 5.784 5.175
H 37.665 6.648 5.364
H 36.487 7.767 7.519
H 35.115 6.906 7.103
Cl 34.782 24.709 -3.747
C 34.729 24.003 -5.453
C 34.207 22.588 -5.462
Cl 32.528 22.501 -4.617
H 35.731 23.953 -5.877
H 34.158 24.769 -5.978
H 34.911 21.899 -4.995
H 34.007 22.384 -6.514
Cl 33.950 7.141 -2.863
C 35.331 7.832 -3.856
C 34.910 8.288 -5.253
Cl 33.781 9.685 -5.214
H 36.050 7.034 -4.036
H 35.757 8.607 -3.218
H 34.445 7.454 -5.777
H 35.758 8.631 -5.846
Cl 33.101 15.305 -1.097
C 34.911 14.983 -1.038
C 35.222 14.207 0.201
Cl 36.864 13.523 0.134
H 35.350 15.971 -1.176
H 35.118 14.370 -1.915
H 34.484 13.407 0.260
H 35.119 15.004 0.937
Cl 42.522 15.193 -7.659
C 43.090 15.746 -6.038
C 42.068 15.632 -4.876
Cl 40.717 16.581 -5.220
H 43.391 16.785 -6.173
H 43.974 15.145 -5.827
H 42.498 16.015 -3.951
H 41.804 14.605 -4.623
*
```

And the Löwdin charges, in e, turn out to be: C -0.08; C -0.15; O 0.02; C -0.38; O 0.16; C -0.54; F 0.17; F 0.16; F 0.15; H 0.08; H 0.08; H 0.08; H 0.12; H 0.12; C -0.07; C -0.22; O 0.00; C -0.25; O 0.09; C -0.57; F 0.16; F 0.21; F 0.15; H 0.08; H 0.08; H 0.07; H 0.13; H 0.13; Cl 0.57; C -0.71; C -0.72; Cl 0.57; H 0.08; H 0.07; H 0.07; H 0.07; Cl 0.52; C -0.65; C -0.71; Cl 0.56; H 0.07; H 0.07; H 0.07; H 0.07; Cl 0.54; C -0.66; C -0.68; Cl 0.53; H 0.07; H 0.07; H 0.06; H 0.07; Cl 0.46; C -0.62; C -0.57; Cl 0.44; H 0.07; H 0.06; H 0.08; H 0.07; Cl 0.48; C -0.61; C -0.65; Cl 0.51; H 0.07; H 0.06; H 0.07; H 0.07; Cl 0.50; C -0.63; C -0.69; Cl 0.55; H 0.07; H 0.06; H 0.07; H 0.08; Cl 0.50; C -0.64; C -0.74; Cl 0.61; H 0.06; H 0.06; H 0.07; H 0.07

[2]
C22H38ClN2O9PS as an isolated structure. Source: OMol25; level of theory: the ωB97M-V functional and the def2-TZVPD basis.

Computed properties:
HOMO energy ... -0.317 hartree
HOMO-LUMO gap ... 8.91 eV
Total energy ... -2847.4401 Eh
Strongest force on any atom ... 2.3 eV/Å

ORCA input file:
```
! RIJCOSX wB97M-V def2-TZVPD def2/J DEFGRID3
* xyz 0 1
C -0.362 -5.087 -0.824
C -1.275 -3.867 -0.907
N -1.281 -3.047 0.329
C -2.026 -1.784 0.027
C -1.166 -0.710 -0.628
C -0.558 0.500 0.130
C 0.804 0.211 0.811
C 1.315 -1.218 0.803
O 2.388 -1.257 1.772
C -0.612 1.696 -0.934
C -0.565 1.325 -2.488
C 0.460 0.343 -3.066
C 1.872 0.339 -2.504
C 2.732 1.466 -3.053
O 3.700 1.813 -2.057
C 4.667 2.651 -2.480
C 5.773 2.833 -1.490
O 4.631 3.223 -3.553
C 0.372 2.903 -0.924
C 1.122 3.481 0.230
O 1.570 3.002 1.225
Cl 1.560 5.219 -0.119
N -2.036 2.041 -0.767
C -2.718 1.454 0.254
O -3.911 1.278 0.340
C -1.566 1.057 1.226
P -1.902 0.091 2.825
C -3.705 -0.238 2.831
O -1.261 -1.426 2.559
S -1.364 2.686 2.086
C -0.190 2.629 3.444
O -2.654 2.740 2.764
O -1.143 3.836 1.240
C -2.027 -3.796 1.313
C -1.234 -4.513 2.380
O -3.241 -3.859 1.314
H -0.240 -5.451 0.189
H -0.793 -5.896 -1.405
H 0.621 -4.877 -1.234
H -0.997 -3.236 -1.745
H -2.292 -4.210 -1.118
H -2.601 -1.487 0.889
H -2.794 -2.074 -0.692
H -0.339 -1.191 -1.140
H -1.801 -0.328 -1.414
H 1.571 0.784 0.297
H 0.846 0.558 1.834
H 0.576 -1.955 1.079
H 1.766 -1.472 -0.155
H 2.286 -2.061 2.275
H -1.550 0.972 -2.772
H -0.473 2.269 -3.022
H 0.068 -0.666 -3.006
H 0.538 0.522 -4.139
H 2.338 -0.586 -2.845
H 1.922 0.284 -1.425
H 3.247 1.146 -3.953
H 2.135 2.338 -3.311
H 5.849 1.994 -0.809
H 5.567 3.726 -0.907
H 6.705 2.990 -2.014
H -0.177 3.723 -1.373
H 1.147 2.692 -1.657
H -2.506 2.597 -1.463
H -3.807 -1.142 3.432
H -4.141 -0.438 1.861
H -4.211 0.583 3.320
H -1.544 -1.993 3.277
H 0.124 3.662 3.555
H 0.673 2.010 3.252
H -0.721 2.291 4.316
H -1.514 -5.561 2.368
H -1.477 -4.097 3.350
H -0.168 -4.439 2.198
*
```

And the Löwdin charges, in e, turn out to be: C -0.06; C -0.22; N -0.09; C -0.15; C -0.09; C -0.24; C -0.11; C -0.23; O -0.05; C -0.27; C -0.12; C -0.17; C -0.16; C -0.17; O 0.00; C -0.52; C 0.03; O 0.10; C -0.12; C -0.74; O 0.03; Cl 0.64; N 0.12; C -0.49; O 0.10; C -0.37; P 0.99; C -0.23; O -0.32; S 0.66; C -0.15; O -0.34; O -0.30; C -0.48; C 0.00; O 0.11; H 0.05; H 0.08; H 0.07; H 0.11; H 0.12; H 0.07; H 0.13; H 0.10; H 0.11; H 0.10; H 0.09; H 0.08; H 0.11; H 0.07; H 0.11; H 0.12; H 0.09; H 0.12; H 0.12; H 0.08; H 0.13; H 0.12; H 0.09; H 0.09; H 0.09; H 0.11; H 0.09; H 0.17; H 0.04; H 0.03; H 0.05; H 0.04; H 0.08; H 0.05; H 0.05; H 0.09; H 0.08; H 0.08

[3]
C22H38CuF12N2O14S4 as an isolated structure. Source: OMol25; level of theory: the ωB97M-V functional and the def2-TZVPD basis.

Computed properties:
HOMO energy (alpha / beta) ... -0.223 / -0.222 hartree
HOMO-LUMO gap (alpha / beta) ... 8.13 / 4.19 eV
Total energy ... -6455.3674 Eh
<S²> ... 2.018
Strongest force on any atom ... 6.0 eV/Å

ORCA input file:
```
! RIJCOSX wB97M-V def2-TZVPD def2/J DEFGRID3
* xyz -1 3
Cu -0.124 0.876 0.529
C 3.751 3.933 0.130
F 3.292 4.618 -0.899
F 4.506 2.920 -0.312
F 4.457 4.733 0.890
S 2.207 3.260 1.150
O 2.624 2.811 2.520
O 1.303 4.382 1.301
O 1.613 2.128 0.456
C 2.525 -1.691 3.673
F 3.669 -1.415 3.023
F 2.058 -2.757 3.109
F 2.629 -1.828 4.988
S 1.292 -0.279 3.463
O 0.059 -0.626 4.116
O 1.879 0.869 4.164
O 1.140 -0.106 1.993
C -3.490 3.821 -0.704
F -3.853 2.924 -1.580
F -4.016 4.970 -1.049
F -3.908 3.429 0.480
S -1.497 3.929 -0.564
O -1.217 4.899 0.483
O -1.065 2.556 -0.327
O -0.993 4.381 -1.835
C -2.629 1.808 4.318
F -2.318 0.651 4.757
F -3.486 1.772 3.280
F -2.996 2.520 5.352
S -1.064 2.672 3.400
O -1.550 4.019 3.038
O 0.153 2.671 4.228
O -0.833 1.895 2.215
C -3.857 0.036 0.105
C -3.534 -1.433 0.616
C -4.463 -2.476 -0.070
C -4.097 -3.981 -0.008
C -2.654 -4.146 -0.368
C -1.633 -3.261 0.390
N -2.134 -1.854 0.417
O -1.305 -0.979 1.099
C -1.387 -3.811 1.761
C -0.190 -3.237 -0.337
C -3.849 -1.469 2.037
H -3.298 0.701 0.762
H -4.906 0.325 0.173
H -3.442 0.106 -0.901
H -5.431 -2.317 0.406
H -4.665 -2.122 -1.080
H -4.764 -4.591 -0.616
H -4.273 -4.218 1.041
H -2.636 -3.817 -1.407
H -2.354 -5.193 -0.315
H -2.321 -4.130 2.224
H -0.702 -4.648 1.629
H -1.070 -3.089 2.513
H 0.567 -3.073 0.430
H -0.077 -4.101 -0.992
H -0.196 -2.401 -1.037
H -4.932 -1.516 2.155
H -3.464 -0.599 2.567
H -3.485 -2.415 2.438
H -1.385 -1.349 1.981
C 1.144 2.488 -2.692
C 1.939 1.214 -3.047
C 3.408 1.721 -3.177
C 4.433 0.563 -3.344
C 4.338 -0.311 -2.043
C 2.901 -0.871 -1.797
N 1.878 0.230 -1.978
O 0.563 -0.142 -1.635
C 2.586 -2.191 -2.679
C 2.916 -1.269 -0.270
C 1.534 0.646 -4.420
H 1.151 3.025 -3.641
H 1.573 3.092 -1.893
H 0.103 2.311 -2.423
H 3.515 2.264 -4.116
H 3.666 2.357 -2.330
H 5.424 0.978 -3.526
H 4.248 -0.072 -4.210
H 4.818 0.291 -1.272
H 5.043 -1.129 -2.189
H 3.236 -3.013 -2.380
H 1.603 -2.460 -2.290
H 2.652 -1.966 -3.743
H 1.878 -1.386 0.040
H 3.639 -2.080 -0.183
H 3.126 -0.498 0.471
H 1.134 1.375 -5.123
H 0.746 -0.082 -4.226
H 2.232 -0.021 -4.927
H 0.395 -0.757 -2.352
*
```

And the Löwdin charges, in e, turn out to be: Cu 0.82; C -0.65; F 0.14; F 0.11; F 0.16; S 0.56; O -0.33; O -0.30; O -0.36; C -0.68; F 0.14; F 0.16; F 0.15; S 0.56; O -0.31; O -0.28; O -0.36; C -0.68; F 0.14; F 0.16; F 0.13; S 0.53; O -0.29; O -0.36; O -0.30; C -0.65; F 0.20; F 0.12; F 0.18; S 0.63; O -0.14; O -0.09; O -0.27; C 0.01; C -0.50; C -0.12; C -0.17; C -0.15; C -0.45; N -0.09; O -0.05; C -0.04; C 0.00; C -0.05; H 0.05; H 0.10; H 0.09; H 0.11; H 0.11; H 0.11; H 0.10; H 0.12; H 0.12; H 0.07; H 0.10; H 0.08; H 0.07; H 0.08; H 0.05; H 0.10; H 0.08; H 0.09; H 0.08; C -0.02; C -0.49; C -0.12; C -0.16; C -0.13; C -0.40; N -0.09; O -0.03; C 0.00; C -0.03; C -0.02; H 0.09; H 0.07; H 0.06; H 0.12; H 0.09; H 0.10; H 0.09; H 0.11; H 0.11; H 0.08; H 0.04; H 0.07; H 0.04; H 0.09; H 0.07; H 0.09; H 0.07; H 0.06; H 0.08

Q: Among the records above, which one has the highest strongest force on any atom?
A: C22H38Cl14F6O4

Q: Which formula does entry 1 have?
A: C22H38Cl14F6O4

Q: Among the records above, which one has the lowest strongest force on any atom?
A: C22H38ClN2O9PS